Record 1
Computed, not measured: a 2-piece molecular cluster, C4H8O2 overall, with ωB97M-V with the def2-TZVPD basis set.

ORCA input file:
```
! wB97M-V def2-TZVPD RIJCOSX def2/J DEFGRID3
* xyz 0 1
C -2.1101 0.2087 0.5431
C 0.9217 -0.5930 1.0484
C 0.9905 -1.2425 -0.3085
O 1.3313 -0.2335 -1.2616
C 1.3896 0.9765 -0.5934
O 1.1735 0.6612 0.8230
H -3.1132 -0.2033 0.6853
H -2.1097 1.2775 0.7787
H -1.8054 0.0663 -0.5004
H -1.4129 -0.3020 1.2009
H 1.7583 -2.0270 -0.2927
H 0.0237 -1.7034 -0.5560
H 2.3767 1.4497 -0.6774
H 0.5859 1.6649 -0.8896
*
```

Its largest force on an atom is 0.48 eV Å⁻¹. As for the molar mass: 88.1 g mol⁻¹. The value obtained for the energy above the lowest of the compared OMol25 structures with the same formula, charge and spin is 86.6 kcal per mole.


Record 2
Computed, not measured: one molecule with the formula C2H4N4O2, with ωB97M-V with the def2-TZVPD basis set.

ORCA input file:
```
! wB97M-V def2-TZVPD RIJCOSX def2/J DEFGRID3
* xyz 0 1
N -0.2318 -0.6687 -2.4334
N -0.9227 -0.5764 -1.2352
C -0.3462 -0.1532 -0.2061
N -0.8754 -0.3203 1.0817
N 0.0940 0.1496 1.9959
C 1.1826 0.6712 1.2552
O 2.1966 1.1450 1.5826
O 0.8903 0.3247 -0.1171
H 0.1653 0.2273 -2.6264
H -0.9458 -0.7874 -3.1225
H -1.6840 0.3226 1.0383
H 0.4772 -0.3344 2.7870
*
```

As for the SMILES: N/N=c1/[nH][nH]c(=O)o1. Its largest force on an atom is 3.28 eV Å⁻¹. As for the molar mass: 116.1 g mol⁻¹. The value obtained for the energy above the lowest of the compared OMol25 structures with the same formula, charge and spin is 28.9 kcal per mole.


Record 3
Computed, not measured: C24H29CrN5 as an isolated structure, with ωB97M-V with the def2-TZVPD basis set.

ORCA input file:
```
! wB97M-V def2-TZVPD RIJCOSX def2/J DEFGRID3
* xyz 0 5
Cr -0.1547 0.2216 -0.0206
C 2.8155 0.3770 -2.0689
C 2.6275 1.9046 -1.9838
C 1.1601 2.3383 -1.9015
N 0.5089 2.0733 -0.6301
C 0.4483 3.0146 0.3037
C 1.2008 4.2097 0.2254
C 1.2627 5.3257 1.0460
C 0.5927 5.6263 2.2163
C -0.3310 4.8025 2.8515
C -0.7908 3.5510 2.5101
C -0.4884 2.6907 1.4183
N -1.0598 1.5173 1.2885
C -2.0947 1.0388 2.1794
C -2.8040 -0.1684 1.5594
C -2.0465 -1.4917 1.6536
N -0.7141 -1.3919 1.0949
C 0.1812 -2.3327 1.3503
C -0.1838 -3.5547 1.9572
C 0.5522 -4.6755 2.3156
C 1.9047 -4.9287 2.2184
C 2.8580 -4.0366 1.7345
C 2.7203 -2.7601 1.2407
C 1.5805 -1.9341 1.0174
N 1.6804 -0.7097 0.5568
C 2.9665 -0.0486 0.4348
C 3.6348 -0.2244 -0.9283
H 1.8379 -0.1128 -2.0801
H 3.2923 0.1197 -3.0178
H 3.1674 2.3065 -1.1219
H 3.0662 2.3777 -2.8662
H 1.0698 3.3956 -2.1676
H 0.6045 1.7856 -2.6663
H 1.8765 4.2580 -0.6169
H 1.9645 6.0818 0.7069
H 0.8109 6.5771 2.6854
H -0.7551 5.2011 3.7680
H -1.5057 3.1382 3.2085
H -1.6848 0.7695 3.1630
H -2.8439 1.8216 2.3487
H -3.7703 -0.3066 2.0512
H -3.0140 0.0682 0.5107
H -1.9826 -1.7799 2.7118
H -2.6440 -2.2689 1.1551
H -1.2420 -3.6541 2.1540
H -0.0428 -5.4796 2.7380
H 2.2588 -5.8935 2.5583
H 3.8811 -4.3999 1.7502
H 3.6569 -2.3081 0.9449
H 2.7835 1.0166 0.5997
H 3.6530 -0.3640 1.2273
H 4.6224 0.2469 -0.8974
H 3.7907 -1.2899 -1.1191
C -1.3849 -1.6097 -4.2572
C -1.0458 -1.0303 -2.9674
N -0.7808 -0.5718 -1.9515
H -1.6922 -0.8226 -4.9433
H -2.2009 -2.3199 -4.1369
H -0.5199 -2.1272 -4.6681
*
```

Its largest force on an atom is 0.49 eV Å⁻¹. As for the molar mass: 439.5 g mol⁻¹. The value obtained for the energy above the lowest of the compared OMol25 structures with the same formula, charge and spin is 0.0 kcal per mole.